The following is a DFT calculation (wB97M-V/def2-TZVPD) of a structure of composition C5H8O3.

Results
F_max: 0.02992 hartree/bohr
LUMO: -0.6 eV
relative energy (zero: lowest compared OMol25 entry of this formula, charge and spin): 81.8 kcal/mol
spin multiplicity: 1
highest occupied orbital energy: -0.3487 hartree
gap between HOMO and LUMO: 8.93 eV

XYZ file:
```
16
Properties=species:S:1:pos:R:3:lowdin_charge:R:1
C 0.54170 -0.71003 0.48728 -0.271
C 2.03078 1.18942 -0.42871 0.005
C -2.43972 -0.52984 0.42497 0.006
C 1.76550 -0.28204 -0.34631 -0.395
C -1.30428 0.17366 -0.24793 -0.365
O -0.03360 0.10673 1.30650 -0.096
O 2.42683 -1.14042 -0.88446 0.098
O -1.21970 1.17414 -0.86594 0.137
H -0.41067 -0.80214 -0.58096 0.171
H 0.58585 -1.79036 0.71804 0.145
H 2.94528 1.37450 -0.98677 0.089
H 2.08855 1.60740 0.57776 0.095
H 1.18204 1.68237 -0.91037 0.084
H -2.93198 0.18481 1.08309 0.104
H -2.09496 -1.37893 1.00567 0.093
H -3.13162 -0.85930 -0.35187 0.102
```



The following is a DFT calculation (wB97M-V/def2-TZVPD) of an isolated molecule of C5H8O3.

Results
F_max: 0.12065 hartree/bohr
LUMO: 0.6 eV
relative energy (zero: lowest compared OMol25 entry of this formula, charge and spin): 104.4 kcal/mol
spin multiplicity: 1
highest occupied orbital energy: -0.3447 hartree
gap between HOMO and LUMO: 9.94 eV
SMILES string: C[C@@]1(O)[C@H](O)[C@@H]1C=O

XYZ file:
```
16
Properties=species:S:1:pos:R:3:lowdin_charge:R:1
C 1.95577 -0.30505 -0.02876 -0.029
C 0.51624 0.18969 0.22691 -0.449
O 0.28423 -0.04079 1.63236 -0.078
C -0.33950 1.14576 -0.53214 -0.295
O -1.28795 1.83787 -0.00468 0.021
C -0.47542 -0.54195 -0.88346 -0.042
C -1.63718 -1.07029 -0.21313 -0.293
O -2.32090 -0.57564 0.67215 -0.004
H 2.08003 -1.35648 0.26563 0.091
H 2.49435 -0.01636 -1.01990 0.121
H 2.35611 0.25741 0.79471 0.062
H -0.00402 0.99025 2.12784 0.253
H 0.32442 1.57904 -1.28787 0.152
H -2.10206 1.25577 0.42589 0.197
H 0.08223 -1.27695 -1.71110 0.186
H -1.92635 -2.07227 -0.46443 0.106
```